DFT (ωB97M-V with the def2-TZVPD basis set) results for a molecular structure, C35H46N2O3P2PtS2Si2.

Geometry as XYZ:
```
93
Properties=species:S:1:pos:R:3:mulliken_spin:R:1
Pt -0.227 0.111 0.267 -0.0022
C -4.917 3.437 -0.495 0.0000
C -4.354 2.307 0.334 -0.0018
O -4.151 1.196 -0.544 0.0013
P -3.708 -0.234 0.053 -0.0022
S -2.349 0.026 1.525 0.0075
S -3.422 -1.381 -1.500 0.0005
O -4.999 -0.681 0.925 -0.0002
C -6.134 -1.296 0.312 -0.0001
C -6.963 -0.317 -0.497 0.0000
H -5.073 4.318 0.131 0.0001
H -5.870 3.154 -0.947 0.0000
H -4.217 3.697 -1.287 0.0000
H -5.040 2.017 1.135 0.0001
H -3.398 2.584 0.777 0.0009
H -6.714 -1.703 1.142 0.0000
H -5.793 -2.121 -0.317 0.0000
H -7.264 0.535 0.116 0.0000
H -7.863 -0.815 -0.865 0.0000
H -6.395 0.050 -1.352 0.0000
C -0.033 -3.406 3.637 0.0051
Si 0.197 -2.981 1.815 -0.0058
C -1.435 -3.339 1.000 0.0017
C 1.429 -4.191 1.050 0.0154
N 0.699 -1.306 1.662 0.2372
C 1.753 -0.830 2.334 0.2009
C 2.731 -1.661 2.957 -0.0312
C 3.871 -1.161 3.528 0.1150
C 4.115 0.228 3.531 -0.0069
C 3.192 1.077 2.997 0.0854
C 1.956 0.622 2.427 0.0346
N 1.006 1.418 2.001 0.3113
Si 0.887 3.144 2.063 -0.0102
C 1.848 3.990 3.460 0.0040
C -0.898 3.580 2.380 0.0059
C 1.513 3.852 0.442 0.0111
H -0.445 -4.415 3.729 -0.0002
H -0.755 -2.711 4.073 0.0025
H 0.879 -3.356 4.230 -0.0023
H -1.554 -4.428 0.953 0.0007
H -1.513 -2.943 -0.010 -0.0002
H -2.267 -2.920 1.566 -0.0001
H 1.092 -5.209 1.270 -0.0002
H 2.455 -4.093 1.408 -0.0013
H 1.443 -4.081 -0.036 -0.0039
H 2.592 -2.732 2.932 -0.0165
H 4.596 -1.841 3.961 0.0103
H 5.035 0.617 3.951 0.0049
H 3.385 2.142 2.988 -0.0022
H 1.787 3.421 4.390 -0.0004
H 1.389 4.967 3.638 -0.0004
H 2.903 4.159 3.233 -0.0003
H -1.158 3.361 3.419 0.0016
H -1.551 3.004 1.729 0.0013
H -1.070 4.645 2.201 0.0003
H 2.547 3.540 0.267 0.0017
H 1.482 4.945 0.454 -0.0004
H 0.903 3.504 -0.392 -0.0004
O -1.563 2.500 -0.587 0.0024
C -0.973 1.503 -0.955 -0.0052
C -0.716 1.370 -2.447 0.0087
C -1.451 2.071 -3.394 0.0021
C -1.157 1.905 -4.736 -0.0001
C -0.122 1.061 -5.135 0.0002
C 0.619 0.371 -4.189 0.0004
C 0.310 0.527 -2.842 -0.0012
P 1.072 -0.335 -1.446 0.0126
C 1.194 -2.047 -2.051 0.0006
C 2.390 -2.680 -2.367 0.0017
C 2.382 -3.988 -2.837 0.0005
C 1.180 -4.662 -2.994 -0.0003
C -0.018 -4.030 -2.682 0.0010
C -0.014 -2.728 -2.210 -0.0041
C 2.795 0.249 -1.372 -0.0123
C 3.275 1.286 -2.164 -0.0054
C 4.566 1.767 -1.979 0.0025
C 5.383 1.216 -1.004 0.0016
C 4.909 0.182 -0.206 0.0072
C 3.621 -0.295 -0.386 0.0318
H -2.256 2.712 -3.059 0.0000
H -1.742 2.423 -5.486 -0.0001
H 0.098 0.936 -6.188 0.0000
H 1.420 -0.293 -4.494 0.0001
H 3.331 -2.159 -2.244 0.0000
H 3.317 -4.480 -3.074 -0.0001
H 1.176 -5.684 -3.352 0.0000
H -0.958 -4.555 -2.794 0.0000
H -0.944 -2.230 -1.949 -0.0017
H 2.636 1.733 -2.915 0.0001
H 4.927 2.581 -2.594 0.0000
H 6.385 1.599 -0.856 0.0004
H 5.528 -0.239 0.576 -0.0001
H 3.249 -1.085 0.258 -0.0149
```

Energy above the lowest of the compared OMol25 structures with the same formula, charge and spin in kJ/mol: 2.7
Expectation value of S²: 0.773
Multiplicity: 2
Net charge: -1
Total energy in Eh: -3874.266958
HOMO energy (alpha / beta) in eV: -3.75 / -4.60

***

DFT (ωB97M-V with the def2-TZVPD basis set) results for a molecular structure, C35H47N4Y.

Geometry as XYZ:
```
87
Properties=species:S:1:pos:R:3:mulliken_charge:R:1
Y -0.479 0.096 -0.072 0.9859
C -3.044 1.169 -1.742 -0.9623
N -2.838 -0.047 -0.932 0.7666
C -3.028 -1.265 -1.746 -0.9409
C -2.430 -2.463 -1.068 0.4003
C -2.916 -3.735 -1.331 -1.2180
C -2.353 -4.816 -0.675 -0.7141
C -1.340 -4.590 0.243 -1.0489
C -0.912 -3.294 0.444 -0.4655
N -1.427 -2.240 -0.211 1.1828
C -3.743 -0.073 0.223 -1.2059
C -3.376 0.953 1.260 0.6882
C -4.366 1.514 2.049 -1.3030
C -4.016 2.433 3.024 -0.4896
C -2.682 2.776 3.168 -1.4473
C -1.755 2.178 2.341 -0.1358
N -2.076 1.269 1.401 0.7117
C -2.020 1.219 -2.853 0.4533
C -2.345 1.690 -4.112 -1.0687
C -1.391 1.628 -5.117 -0.7495
C -0.153 1.073 -4.838 -0.7889
C 0.100 0.643 -3.546 -0.8068
N -0.801 0.729 -2.562 1.3427
H -4.052 1.193 -2.171 0.5374
H -2.952 2.038 -1.085 0.4405
H -4.092 -1.437 -1.943 0.5108
H -2.548 -1.117 -2.714 0.5887
H -3.729 -3.869 -2.031 0.5511
H -2.714 -5.818 -0.864 0.4563
H -0.891 -5.399 0.800 0.5474
H -0.138 -3.071 1.156 0.3448
H -4.781 0.080 -0.093 0.5229
H -3.694 -1.068 0.673 0.5006
H -5.399 1.234 1.896 0.5427
H -4.774 2.880 3.653 0.4459
H -2.358 3.498 3.904 0.5428
H -0.708 2.426 2.423 0.5165
H -3.334 2.082 -4.304 0.5532
H -1.622 1.988 -6.111 0.4364
H 0.610 0.975 -5.596 0.5314
H 1.060 0.219 -3.292 0.3765
C 1.988 0.349 -0.686 -1.3020
C 2.008 -0.736 0.253 0.1543
C 1.601 -0.173 1.526 0.5235
C 1.355 1.204 1.295 0.1018
C 1.630 1.551 -0.058 -1.0363
C 1.644 2.961 -0.626 1.7113
C 2.144 2.993 -2.070 -1.7661
C 2.589 3.813 0.235 -1.7492
C 0.234 3.561 -0.559 -1.6575
C 1.658 -0.705 2.969 1.6390
C 1.050 0.310 3.949 -2.1150
C 0.884 -2.005 3.192 -1.6281
C 3.133 -0.865 3.366 -1.6508
C 2.743 -2.011 -0.227 1.6932
C 4.225 -1.621 -0.374 -1.6940
C 2.691 -3.259 0.657 -1.8532
C 2.206 -2.440 -1.602 -1.7125
H 2.327 0.260 -1.704 1.2858
H 1.108 1.920 2.060 1.0539
H 3.070 2.430 -2.188 0.3399
H 2.351 4.021 -2.368 0.4813
H 1.401 2.602 -2.766 0.2610
H 3.607 3.422 0.204 0.3957
H 2.273 3.840 1.279 0.2868
H 2.608 4.838 -0.137 0.4704
H -0.482 2.977 -1.152 0.1685
H 0.226 4.575 -0.963 0.5892
H -0.126 3.620 0.471 0.2351
H -0.003 0.511 3.730 0.3324
H 1.594 1.254 3.963 0.4061
H 1.095 -0.103 4.957 0.5168
H -0.182 -1.865 2.975 0.2257
H 0.951 -2.302 4.239 0.6436
H 1.263 -2.832 2.600 0.1656
H 3.648 0.094 3.299 0.3222
H 3.669 -1.569 2.736 0.2538
H 3.207 -1.215 4.397 0.4898
H 4.648 -1.301 0.579 0.3353
H 4.352 -0.805 -1.086 0.3029
H 4.802 -2.475 -0.730 0.4837
H 3.046 -3.090 1.668 0.2634
H 3.342 -4.014 0.216 0.6305
H 1.696 -3.699 0.699 0.2105
H 2.333 -1.673 -2.366 0.3058
H 1.146 -2.708 -1.550 0.2052
H 2.748 -3.321 -1.948 0.5486
```

Energy above the lowest of the compared OMol25 structures with the same formula, charge and spin in kJ/mol: 7.7
Multiplicity: 1
Net charge: +2
Total energy in Eh: -1618.912064
HOMO energy in eV: -13.59